*a*
{
  "formula": "H19O10",
  "method": "the ωB97M-V functional and the def2-TZVPD basis",
  "species": ["O", "H", "H", "O", "H", "H", "O", "H", "H", "O", "H", "H", "O", "H", "H", "O", "H", "H", "O", "H", "H", "O", "H", "H", "O", "H", "O", "H", "H"],
  "xyz": [[-0.9733, 1.3555, 3.5501], [-1.7648, 1.6476, 3.0892], [2.6503, -0.5735, -0.3627], [-2.5523, 0.1616, 1.1829], [-2.5596, -0.7749, 0.9625], [0.0964, 2.0676, 0.2293], [-2.4613, 1.7937, -1.7594], [-1.6382, 0.3332, 1.4250], [-1.7783, 1.9480, -1.0967], [0.8650, -1.1996, -3.2687], [0.2239, -0.2210, 1.4807], [-0.3078, 1.2939, 2.8595], [0.4738, 0.6938, 1.2770], [-0.8715, -1.9463, -3.3428], [0.2850, -0.4314, -3.2420], [0.5133, -2.3490, 0.9133], [0.9664, -1.9516, 1.6570], [0.8284, -1.8635, 0.0794], [3.3438, -0.4861, 1.8688], [2.5435, -0.0584, 2.1538], [3.3672, -0.9437, 1.0396], [-1.8414, -1.8090, -3.3632], [-1.9332, -1.7367, -2.4081], [1.0583, 0.3941, 0.4685], [1.7225, -0.5865, -0.5249], [-3.0757, 1.2338, -1.3197], [0.3953, 2.7990, -0.3487], [1.3124, -1.1149, -2.4223], [1.1116, 2.3243, -0.7775]],
  "gap_ev": 9.673,
  "homo_ev": -6.6,
  "total_charge": -1
}



*b*
{
  "formula": "H19O10",
  "method": "the ωB97M-V functional and the def2-TZVPD basis",
  "species": ["O", "H", "H", "O", "H", "H", "O", "H", "H", "O", "H", "H", "O", "H", "H", "O", "H", "H", "O", "H", "H", "O", "H", "H", "O", "H", "O", "H", "H"],
  "xyz": [[-0.3511, -3.7158, -0.5763], [-0.1848, -3.7181, -1.5311], [-2.4766, -0.2522, 1.9586], [1.3624, -0.4031, -4.2492], [1.0150, 0.4826, -4.3861], [2.8472, 2.6493, 2.3270], [-1.1188, -1.2056, -0.5488], [1.3353, -0.5549, -3.2600], [-0.3243, -0.8904, -0.9788], [-0.2227, 1.7823, 2.6360], [-1.6723, 0.7347, -2.5833], [-0.7719, -2.7554, -0.6686], [-2.1412, 1.1419, -1.8527], [-0.9577, 2.7875, -0.7762], [-0.7189, 0.9832, 2.3480], [1.6766, -0.3879, -1.6565], [1.4047, -1.3213, -1.7031], [0.8311, -0.0545, -1.2886], [0.2116, -1.8684, 2.5189], [0.8443, -2.5917, 2.3982], [-0.0578, -1.7813, 1.5919], [-0.3072, 3.2932, -0.2621], [-0.2691, 2.8081, 0.5842], [-2.1953, 0.5416, -1.0632], [-1.5453, -0.2827, 1.6866], [-1.7671, -0.8819, 0.8692], [2.6274, 1.7197, 2.3989], [-0.4036, 1.9284, 3.5661], [1.6581, 1.6309, 2.3558]],
  "gap_ev": 9.261,
  "homo_ev": -6.2,
  "total_charge": -1
}



Which structure wins on stability? *a* wins.



*a*
{
  "formula": "C3H6Cl2",
  "method": "the ωB97M-V functional and the def2-TZVPD basis",
  "species": ["C", "C", "C", "H", "H", "H", "H", "H", "H", "Cl", "Cl"],
  "xyz": [[-0.0325, 0.2505, -1.4966], [0.0016, 0.6690, 0.1510], [0.0597, -0.5451, 1.1882], [-0.3698, 0.9814, -2.2072], [1.0078, 0.1842, -1.7197], [-0.5415, -0.7817, -1.6166], [0.9922, 1.2192, 0.3936], [-0.8951, 1.1830, 0.6107], [0.2245, -0.0364, 2.1751], [-1.6384, -1.2398, 1.4719], [1.1915, -1.8843, 1.0495]],
  "gap_ev": 11.580,
  "homo_ev": -10.7,
  "total_charge": 0,
  "smiles": "CCC(Cl)Cl"
}



*b*
{
  "formula": "C3H6Cl2",
  "method": "the ωB97M-V functional and the def2-TZVPD basis",
  "species": ["C", "C", "C", "H", "H", "H", "H", "H", "H", "Cl", "Cl"],
  "xyz": [[0.8457, 0.6004, -0.7344], [0.2197, 0.1701, 0.6512], [-0.9361, -0.8809, 0.3590], [1.7300, 1.3060, -0.6667], [0.1424, 1.0474, -1.4720], [1.2999, -0.3361, -1.2921], [1.0035, -0.3282, 1.2242], [-1.6187, -0.9871, 1.3518], [-0.4418, -1.7576, 0.1377], [-0.3557, 1.6672, 1.4284], [-1.8888, -0.5011, -0.9870]],
  "gap_ev": 11.490,
  "homo_ev": -10.6,
  "total_charge": 0,
  "smiles": "C[C@@H](Cl)CCl"
}



Which structure wins on stability? *b* wins.



*a*
{
  "formula": "C6H15CdNO8S2",
  "method": "the ωB97M-V functional and the def2-TZVPD basis",
  "species": ["Cd", "S", "O", "O", "O", "O", "S", "O", "O", "O", "O", "C", "C", "N", "C", "C", "C", "C", "H", "H", "H", "H", "H", "H", "H", "H", "H", "H", "H", "H", "H", "H", "H"],
  "xyz": [[2.1024, -1.2586, 0.7741], [0.2138, -4.0524, 3.1040], [0.6948, -5.2555, 3.8039], [0.3744, -3.9473, 1.6508], [-1.1601, -4.1519, 3.5930], [0.9345, -2.8861, 3.4750], [5.6418, 0.1302, -0.6722], [5.6957, 1.0776, -1.7561], [4.7946, -1.0103, -1.0296], [6.9323, -0.1876, -0.1709], [4.7775, 0.6067, 0.3942], [-0.3768, -0.1728, -2.7436], [-0.4335, 1.0439, -1.8416], [-0.7665, 0.6686, -0.4324], [-2.1932, 0.1276, -0.3489], [-3.3602, 1.0081, -0.8341], [-0.7245, 1.9667, 0.3545], [-1.1789, 1.8124, 1.8437], [-0.1089, 0.0326, -3.7800], [-1.2748, -0.7892, -2.7854], [0.3928, -0.8935, -2.4667], [0.5813, 1.4376, -1.8977], [-1.1246, 1.7948, -2.2245], [-2.4697, -0.2434, 0.6380], [-2.2165, -0.8118, -0.9013], [-3.5027, 1.8579, -0.1665], [-4.2489, 0.3771, -0.8276], [-3.1460, 1.2584, -1.8731], [0.3082, 2.2987, 0.4612], [-1.2738, 2.7910, -0.1003], [-2.1729, 1.3722, 1.9235], [-0.5480, 1.2133, 2.5004], [-1.1636, 2.7846, 2.3363]],
  "gap_ev": 2.558,
  "homo_ev": -1.3,
  "total_charge": -2
}



*b*
{
  "formula": "C6H15CdNO8S2",
  "method": "the ωB97M-V functional and the def2-TZVPD basis",
  "species": ["Cd", "S", "O", "O", "O", "O", "S", "O", "O", "O", "O", "C", "C", "N", "C", "C", "C", "C", "H", "H", "H", "H", "H", "H", "H", "H", "H", "H", "H", "H", "H", "H", "H"],
  "xyz": [[0.8057, 1.3090, 0.7329], [-0.1743, 1.0854, 3.1045], [0.1930, 1.7599, 4.3163], [0.9096, 0.4091, 2.4577], [-1.2571, 0.2472, 3.6075], [-0.5167, 2.0051, 2.0129], [2.3664, 2.3994, -0.9939], [2.0303, 1.9819, -2.3681], [2.5356, 1.2730, -0.1171], [3.4423, 3.3693, -1.0238], [1.1574, 2.8746, -0.3887], [1.6595, -1.9978, 0.0898], [0.9451, -1.1609, -0.9062], [-0.1249, -0.2812, -0.3511], [-1.0347, -1.0571, 0.5136], [-1.8339, -2.1967, -0.1754], [-0.7997, 0.2624, -1.5266], [-1.8698, 1.3075, -1.1196], [2.0246, -1.3765, 0.9076], [2.5437, -2.4816, -0.3252], [1.0191, -2.7599, 0.5339], [1.6914, -0.5587, -1.4243], [0.5038, -1.8514, -1.6249], [-1.7698, -0.4125, 0.9954], [-0.4704, -1.4286, 1.3690], [-2.4952, -1.8904, -0.9859], [-2.3998, -2.8419, 0.4966], [-1.1664, -2.9617, -0.5723], [-0.1088, 0.7825, -2.1902], [-1.2700, -0.5670, -2.0548], [-2.4140, 1.7902, -1.9313], [-2.6874, 0.8680, -0.5482], [-1.4347, 2.0992, -0.5098]],
  "gap_ev": 6.367,
  "homo_ev": -1.4,
  "total_charge": -2
}



Which structure wins on stability? *b* wins.



*a*
{
  "formula": "C3H6FN3",
  "method": "the ωB97M-V functional and the def2-TZVPD basis",
  "species": ["C", "C", "C", "N", "N", "N", "F", "H", "H", "H", "H", "H", "H"],
  "xyz": [[1.1751, 1.4685, -0.5316], [2.0594, -0.3071, -1.0153], [0.9565, -1.1150, -0.2775], [0.0105, 1.0763, -0.3793], [-0.3194, -0.3664, -0.3168], [-1.3020, -0.6243, 0.5931], [3.2602, -0.6079, -0.4497], [1.5575, 2.3094, -0.9534], [0.8802, -1.9259, -0.9168], [1.2232, -1.3965, 0.7712], [-0.7587, 1.7302, -0.2064], [-1.8844, 0.1129, 0.4488], [-0.8646, -0.7227, 1.5211]],
  "gap_ev": [7.532, 7.531],
  "homo_ev": [-7.0, -7.0],
  "total_charge": 0
}



*b*
{
  "formula": "C3H6FN3",
  "method": "the ωB97M-V functional and the def2-TZVPD basis",
  "species": ["C", "C", "C", "H", "H", "H", "H", "H", "H", "N", "N", "N", "F"],
  "xyz": [[-1.5714, -0.8717, 0.0868], [0.8989, -0.6340, -0.2577], [1.9432, 0.0426, 0.2013], [0.4628, 1.4936, -0.7171], [0.0039, 1.6129, 0.6735], [-1.4907, -1.9416, 0.4044], [-2.8956, 0.5752, -0.4629], [1.0895, -1.6870, -0.4785], [2.0891, 1.1463, 0.6229], [-0.5070, 1.3000, -0.0896], [-0.4118, -0.1219, -0.0719], [-2.7707, -0.4455, 0.0925], [3.1599, -0.4688, -0.0038]],
  "gap_ev": 9.307,
  "homo_ev": -8.6,
  "total_charge": 0,
  "smiles": "[H]/N=C\\N(N)/C=C/F"
}



Which structure wins on stability? *b* wins.



*a*
{
  "formula": "C6H32N2O8",
  "method": "the ωB97M-V functional and the def2-TZVPD basis",
  "species": ["C", "C", "C", "C", "C", "N", "C", "N", "H", "H", "H", "H", "H", "H", "H", "H", "H", "H", "H", "H", "H", "H", "H", "H", "H", "H", "O", "H", "H", "O", "H", "H", "O", "H", "H", "O", "H", "H", "O", "H", "H", "O", "H", "H", "O", "H", "H", "O"],
  "xyz": [[-2.5613, 1.5052, 2.8936], [-1.7489, 1.3218, 1.5592], [-2.7076, 1.0020, 0.3019], [-1.8228, 1.2648, -0.8894], [-3.3764, -0.3471, 0.4261], [-0.6867, 0.3269, 1.7880], [0.6686, 0.7295, 2.0603], [1.6518, 0.2622, 1.0944], [-3.4124, 2.1561, 2.7875], [-3.1921, 0.5643, 3.0941], [-2.0469, 1.7002, 3.8503], [-1.2228, 2.2485, 1.3525], [-3.6120, 1.6878, 0.2697], [-2.1658, 0.6817, -1.8092], [-0.7777, 1.0521, -0.7939], [-1.9881, 2.2138, -1.3104], [-3.6176, -0.7879, -0.5198], [-2.8249, -1.2262, 0.7812], [-4.2692, -0.2151, 1.0697], [-0.8698, -0.6508, 1.8328], [0.6885, 1.8741, 2.0080], [0.9337, 0.2480, 3.0372], [1.2686, 0.2004, 0.1355], [1.8182, -0.7143, 1.1675], [-0.6758, -3.2394, 0.9966], [0.3328, -3.8335, 0.3608], [0.2671, -3.3532, 1.2154], [2.6865, 2.5107, -0.2984], [3.1338, 2.1696, 1.1433], [3.3967, 2.6935, 0.3818], [4.3782, -1.7290, 0.5966], [3.5558, -0.8947, 1.4430], [3.5815, -1.8078, 1.1339], [-2.2389, -0.7507, -2.9663], [-0.9103, -0.1201, -3.3467], [-1.4205, -0.9493, -3.4400], [-0.9543, -2.3955, -1.7716], [-0.4649, -1.2193, -0.8216], [-1.1371, -1.8818, -0.9749], [1.4642, -0.9038, -1.9559], [1.6107, 0.4162, -2.8043], [1.5403, 0.0597, -1.9170], [3.1256, -2.0843, -1.2470], [2.2008, -2.6208, -0.2097], [2.4827, -2.7884, -1.1247], [-0.4119, 3.1477, -1.8595], [-0.0240, 3.7511, -3.3148], [0.0726, 3.0274, -2.6840]],
  "gap_ev": 8.543,
  "homo_ev": -8.4,
  "total_charge": 0,
  "smiles": "CC(C)[C@@H](C)NCN.O.O.O.O.O.O.O.O"
}



*b*
{
  "formula": "C6H32N2O8",
  "method": "the ωB97M-V functional and the def2-TZVPD basis",
  "species": ["C", "N", "C", "C", "N", "C", "C", "C", "H", "H", "H", "H", "H", "H", "H", "H", "H", "H", "H", "H", "H", "H", "H", "H", "H", "H", "O", "H", "H", "O", "H", "H", "O", "H", "H", "O", "H", "H", "O", "H", "H", "O", "H", "H", "O", "H", "H", "O"],
  "xyz": [[0.1109, 0.5965, 0.5480], [1.0688, -0.1154, -0.3915], [0.3019, -0.4568, -1.6679], [1.1458, -0.0935, -2.8766], [1.0820, 1.3657, -2.8038], [0.5397, 0.3886, 1.9724], [-2.1061, 1.3694, 2.6664], [-0.5862, 1.2500, 2.8184], [0.4970, 1.5541, 0.1681], [-0.8871, 0.2169, 0.3010], [1.7840, 0.4304, -0.4395], [-0.7374, -0.2178, -1.5449], [0.3995, -1.6526, -1.6233], [2.1114, -0.5914, -2.9192], [0.6104, -0.5199, -3.7683], [1.0306, 1.8278, -3.7902], [2.0939, 1.7529, -2.3708], [0.5005, -0.4831, 2.5455], [1.5072, 0.6623, 2.0999], [-2.3787, 1.2512, 1.5725], [-2.5191, 0.3535, 2.7630], [-2.5580, 2.2316, 3.1662], [-0.3901, 1.0514, 3.8305], [-0.2119, 2.2419, 2.7638], [-1.2137, 3.5912, -1.0854], [-1.7274, 4.1575, 0.3245], [-1.0012, 4.1689, -0.3167], [-1.2661, 1.8553, -1.2858], [-2.2839, 1.9438, -2.2445], [-2.2249, 1.9785, -1.3014], [-0.2606, -3.8414, -0.8236], [-1.5393, -3.3451, -0.2743], [-0.8927, -4.1479, -0.1130], [0.9986, -3.4858, -2.0312], [2.1221, -2.6882, -1.3863], [1.8594, -3.1897, -2.1557], [2.3376, -2.0189, 1.7048], [2.9578, -3.1432, 0.9613], [2.1669, -2.8306, 1.2352], [3.2511, 2.8770, -0.6898], [1.7731, 2.6220, -1.1456], [2.5369, 2.3696, -0.7498], [-2.5824, -0.8287, 0.8648], [-3.4277, -1.8327, 1.5484], [-3.5012, -1.1839, 0.7579], [-0.1575, -1.8624, 1.2127], [0.0845, -3.1687, 2.0131], [-0.4184, -2.4105, 1.9607]],
  "gap_ev": 8.705,
  "homo_ev": -8.5,
  "total_charge": 0,
  "smiles": "CCCCNCCN.O.O.O.O.O.O.O.O"
}



*c*
{
  "formula": "C6H32N2O8",
  "method": "the ωB97M-V functional and the def2-TZVPD basis",
  "species": ["C", "N", "C", "C", "C", "C", "C", "N", "H", "H", "H", "H", "H", "H", "H", "H", "H", "H", "H", "H", "H", "H", "H", "H", "H", "H", "O", "H", "H", "O", "H", "H", "O", "H", "H", "O", "H", "H", "O", "H", "H", "O", "H", "H", "O", "H", "H", "O"],
  "xyz": [[0.5831, -0.6028, 1.6444], [-0.1377, 0.1786, 0.6399], [0.0340, 1.7215, 0.7568], [-0.1476, 2.3032, -0.7533], [0.5210, -2.1230, 1.4404], [1.3347, -2.6432, 0.2472], [0.7532, -2.5294, -1.2006], [-0.6916, -2.1859, -1.1898], [1.5892, -0.2866, 1.8028], [-0.0818, -0.4349, 2.6094], [0.1370, -0.2836, -0.3502], [0.9668, 2.1060, 1.3851], [-0.7927, 1.9467, 1.4050], [-0.5959, 1.5606, -1.5039], [-0.7758, 3.2815, -0.7457], [0.7921, 2.6637, -1.1231], [-0.5372, -2.4171, 1.4570], [0.8676, -2.6167, 2.3549], [1.6424, -3.7369, 0.4468], [2.2343, -1.9890, 0.1675], [1.1945, -1.7301, -1.8875], [1.0484, -3.4979, -1.7855], [-0.9121, -1.5284, -0.4329], [-1.2252, -3.0936, -1.1303], [2.0872, 1.7277, -2.3544], [2.8723, 1.5094, -1.1462], [2.8228, 2.0313, -1.8709], [-2.9527, -0.8192, 0.9908], [-3.8187, -0.9360, 2.1019], [-3.1666, -1.3742, 1.6681], [0.8992, 0.4532, 4.1182], [2.1711, 1.3746, 3.9231], [1.3884, 1.1587, 3.6234], [3.1730, -0.8148, 2.1813], [3.6064, -2.0929, 2.2704], [3.9585, -1.1958, 2.4043], [-3.1002, 2.2506, -0.7270], [-2.3224, 2.8416, -1.7583], [-3.0514, 3.1540, -1.1762], [-1.1148, -0.9193, -2.7857], [-1.7039, -1.1537, -4.1574], [-1.3302, -0.3995, -3.5874], [-2.3182, 1.6590, 0.9926], [-3.8995, 1.8650, 1.2037], [-3.2379, 1.3661, 0.7229], [-0.1635, 0.8686, -3.3639], [0.7431, 1.9102, -4.2072], [0.6573, 1.4725, -3.3205]],
  "gap_ev": 9.671,
  "homo_ev": -9.3,
  "total_charge": 0,
  "smiles": "CCNCCCCN.O.O.O.O.O.O.O.O"
}



Which structure wins on stability? *a* wins.



*a*
{
  "formula": "C3H8N2",
  "method": "the ωB97M-V functional and the def2-TZVPD basis",
  "species": ["C", "C", "C", "N", "N", "H", "H", "H", "H", "H", "H", "H", "H"],
  "xyz": [[-0.7837, 1.1269, -1.2420], [-0.1360, -0.9476, 1.0133], [1.0702, 0.0216, 0.9607], [-1.6692, 0.8646, -2.0761], [1.1497, 0.5772, -0.3191], [-0.7369, 2.0705, -0.7634], [1.4364, -0.1316, -1.0286], [-0.2377, -1.3109, 0.0585], [-0.0208, -1.8882, 1.6844], [-1.0298, -0.4957, 1.1992], [0.8438, 0.7432, 1.7003], [2.0008, -0.5570, 1.1779], [-1.8869, -0.0730, -2.3651]],
  "gap_ev": [7.630, 8.434],
  "s2": 2.008,
  "homo_ev": [-6.5, -9.6],
  "total_charge": 0,
  "multiplicity": 3
}



*b*
{
  "formula": "C3H8N2",
  "method": "the ωB97M-V functional and the def2-TZVPD basis",
  "species": ["C", "C", "C", "N", "N", "H", "H", "H", "H", "H", "H", "H", "H"],
  "xyz": [[-0.9471, 0.1888, -0.6035], [-1.4110, 0.3214, 0.8714], [-1.1655, -0.9987, 0.2292], [2.7290, 0.3089, -0.1616], [1.9162, -0.5086, -0.2164], [-1.8368, 0.4714, -1.2979], [0.0153, 0.3001, -1.0722], [-0.5855, 0.7161, 1.5103], [-2.4603, 0.7983, 0.7350], [-0.3027, -1.5606, 0.5526], [3.3677, 0.4840, -0.9937], [2.7533, 1.1349, 0.4495], [-2.0727, -1.6561, -0.0027]],
  "gap_ev": [7.596, 9.575],
  "s2": 2.006,
  "homo_ev": [-6.7, -9.7],
  "total_charge": 0,
  "multiplicity": 3
}



Which structure wins on stability? *a* wins.